Here is a 4-piece molecular cluster, C29H43BBr2IO11P overall in a non-equilibrium geometry from OMol25. Energies are from ωB97M-V/def2-TZVPD.

```
88
Properties=species:S:1:pos:R:3
C -0.5294 6.7100 -3.3397
B 0.7769 6.7020 -2.4446
O 1.3974 7.8725 -2.1412
C 1.3443 5.3107 -1.9489
C 2.1531 4.5449 -2.6948
P 2.7778 4.9074 -4.3885
O 2.9963 6.5382 -4.3876
O 1.3874 4.6822 -5.2120
C 2.5854 3.2352 -2.1226
O 3.6691 2.7594 -2.3112
C 1.5513 2.5732 -1.2773
C 1.4366 1.1972 -1.2945
C 0.4324 0.5895 -0.5301
C 0.2855 -0.9128 -0.5944
C -0.0702 -1.3371 -2.0509
C -1.4291 -2.0392 -2.1079
I -2.2922 -1.6881 -4.0750
C -0.4155 1.3709 0.2430
C -0.3034 2.7669 0.2730
C -1.2704 3.5690 1.1030
Br -3.0616 3.2030 0.3447
C -1.1292 3.2044 2.5992
C 0.0714 3.9501 3.1963
Br -2.7478 3.5863 3.6181
C 0.6933 3.3650 -0.4989
C 0.9131 4.8339 -0.5967
O 0.7896 5.6047 0.3214
H -0.6808 5.7222 -3.7692
H -0.4692 7.4458 -4.1405
H -1.4166 6.9403 -2.7439
H 0.8056 8.5984 -2.3655
H 3.4711 6.8065 -3.5895
H 1.6047 4.2937 -6.0638
H 2.0788 0.5824 -1.9076
H -0.5621 -1.1843 0.0317
H 1.2021 -1.3900 -0.2631
H -0.1453 -0.4605 -2.6831
H 0.6747 -2.0146 -2.4595
H -1.3388 -3.1173 -2.0197
H -2.1477 -1.6121 -1.4186
H -1.1879 0.8531 0.7960
H -1.1460 4.6342 0.9916
H -0.9471 2.1374 2.6444
H -0.2190 4.5401 4.0569
H 0.5795 4.5506 2.4507
H 0.7672 3.2083 3.5841
O -1.1071 -5.0331 -2.4720
C -0.2587 -5.5167 -3.1775
O 0.7357 -4.7209 -3.6097
C 1.8884 -5.2224 -4.2947
C 1.6434 -5.3536 -5.7830
C -0.3260 -6.9429 -3.6520
H 2.2284 -6.1565 -3.8454
H 2.6699 -4.4853 -4.1147
H 0.8561 -6.0763 -5.9965
H 2.5530 -5.6747 -6.2912
H 1.3272 -4.3965 -6.1984
H -0.9630 -6.9887 -4.5362
H -0.7685 -7.5436 -2.8630
H 0.6394 -7.3781 -3.8738
O 1.7037 -8.7826 -2.3560
C 1.5241 -9.4552 -1.3759
O 0.2859 -9.5151 -0.8580
C -0.0880 -10.4169 0.1888
C 0.2137 -9.8456 1.5582
C 2.6626 -10.1551 -0.6727
H 0.3690 -11.3957 0.0373
H -1.1619 -10.5537 0.0755
H 1.2827 -9.6848 1.6999
H -0.1388 -10.5205 2.3381
H -0.2784 -8.8809 1.6795
H 3.1412 -9.4504 0.0059
H 3.3832 -10.4667 -1.4244
H 2.3654 -11.0428 -0.1201
O -0.7552 5.0513 6.3239
C -1.6657 5.5828 6.8968
O -1.5263 5.8594 8.2094
C -2.4598 6.6502 8.9473
C -3.6115 5.8192 9.4739
C -2.9845 5.8730 6.2166
H -2.8004 7.5007 8.3553
H -1.8902 7.0588 9.7805
H -4.1965 5.3851 8.6629
H -4.2741 6.4307 10.0870
H -3.2340 4.9950 10.0789
H -3.6076 4.9813 6.2563
H -2.7903 6.1214 5.1780
H -3.5219 6.7127 6.6521
```

Results
HOMO-LUMO gap (eV): 7.7
LUMO energy (hartree): -0.030
Structure (SMILES): CB(O)C1=C(P(O)O)C(=O)c2cc(CCCI)cc([C@@H](Br)[C@@H](C)Br)c2C1=O.CCOC(C)=O.CCOC(C)=O.CCOC(C)=O
E_tot (eV): -211446.290

---

Here is C29H43BCaF5N7O2PSi as an isolated structure from OMol25. Energies are from ωB97M-V/def2-TZVPD.

```
90
Properties=species:S:1:pos:R:3
Ca -0.2254 -0.5488 -1.1382
C 3.1666 -0.0875 2.4668
C 3.3856 0.6947 1.2041
C 4.6172 0.9490 0.6978
C 4.7279 1.7274 -0.4854
C 3.6380 2.1520 -1.1657
C 2.3117 1.7754 -0.7381
N 2.2842 1.1716 0.5417
N 1.1902 1.9480 -1.3381
Si 0.8104 3.0708 -2.6142
C 1.7047 2.7327 -4.2073
C -1.0245 2.9937 -2.8735
C 1.2455 4.7886 -2.0158
H 3.9002 0.2100 3.2143
H 3.2930 -1.1505 2.2556
H 2.1668 0.0408 2.8746
H 5.4906 0.5735 1.2114
H 5.7143 1.9812 -0.8553
H 3.7263 2.7240 -2.0788
H 1.4030 1.7640 -4.6075
H 2.7911 2.7289 -4.0815
H 1.4535 3.5039 -4.9437
H -1.3586 1.9839 -3.1268
H -1.3402 3.6458 -3.6929
H -1.5297 3.3198 -1.9575
H 2.3115 5.0116 -2.1282
H 0.9865 4.8814 -0.9551
H 0.6848 5.5458 -2.5727
N -4.0458 3.1171 3.0882
C -2.9425 3.1651 2.7665
C -1.5447 3.2485 2.3753
C -0.9276 4.5054 2.3772
C 0.4556 4.4785 2.1109
C 1.1351 3.3532 1.7856
N 0.4421 2.1044 1.6171
C -0.9220 2.0737 2.0529
H -1.4623 5.4007 2.6475
H 1.0402 5.3885 2.1864
H 2.1984 3.3303 1.6165
H -1.3860 1.1031 2.0679
O 0.3695 -0.0840 0.9845
C 0.9642 1.0235 1.0960
C -5.4980 -3.0175 0.3706
N -4.2394 -2.3412 0.6300
C -3.4067 -2.9692 1.6451
P -3.5831 -1.4384 -0.5840
O -2.1645 -1.1206 -0.2007
N -4.5718 -0.1230 -0.7502
C -5.0963 0.4611 0.4952
C -3.9835 0.9233 -1.6125
N -3.7074 -2.2382 -2.0044
C -4.4565 -1.8359 -3.1833
C -2.7404 -3.3163 -2.2480
H -6.1077 -3.0322 1.2781
H -5.3366 -4.0514 0.0441
H -6.0616 -2.5018 -0.4065
H -3.9187 -2.9450 2.6110
H -2.4643 -2.4376 1.7370
H -3.1987 -4.0162 1.3936
H -5.7706 -0.2303 0.9947
H -5.6480 1.3640 0.2369
H -4.3055 0.7495 1.1910
H -3.5216 0.4930 -2.4991
H -3.2209 1.4960 -1.0743
H -4.7669 1.6109 -1.9312
H -5.2023 -1.0882 -2.9294
H -4.9713 -2.7074 -3.5972
H -3.7863 -1.4391 -3.9517
H -2.0637 -3.4430 -1.4047
H -2.1253 -3.0933 -3.1208
H -3.2611 -4.2648 -2.4050
F -0.9565 -1.8389 -4.8322
B -0.7944 -0.5769 -4.3066
F -1.4169 -0.5709 -2.9523
F 0.5438 -0.2532 -4.0517
F -1.4403 0.3977 -5.0518
F 0.1154 -6.7604 -4.4295
C 0.4701 -5.6814 -3.6655
C 0.1557 -5.6693 -2.3260
C 0.5163 -4.5648 -1.5615
C 1.1973 -3.4538 -2.0982
C 1.4900 -2.2743 -1.2802
C 1.4986 -3.5348 -3.4719
C 1.1373 -4.6255 -4.2494
H -0.3643 -6.5137 -1.8894
H 0.2672 -4.5564 -0.5038
H 2.3610 -1.7114 -1.6417
H 1.6446 -2.5441 -0.2289
H 1.9965 -2.6939 -3.9429
H 1.3593 -4.6548 -5.3092
```

Results
Energy relative to the best compared isomer or geometry (same formula, charge and spin) (kcal per mole): 56.6
HOMO-LUMO gap (eV): 5.9
LUMO energy (hartree): 0.090
E_tot (eV): -95179.482
Total charge: -1

---

Here is C29H43BCaF5N7O2PSi as an isolated structure in a non-equilibrium geometry from OMol25. Energies are from ωB97M-V/def2-TZVPD.

```
90
Properties=species:S:1:pos:R:3
Ca 1.0835 -0.5445 0.1741
C 2.3169 1.9212 2.8423
C 1.9892 0.5224 3.3033
C 2.4500 0.0505 4.5207
C 2.1085 -1.2571 4.8856
C 1.3107 -2.0160 4.0697
C 0.8272 -1.4708 2.8423
N 1.2231 -0.2118 2.4963
N 0.0333 -2.0836 1.9669
Si -1.0713 -3.3331 2.2858
C -2.1987 -3.5587 0.7861
C -2.1384 -2.8814 3.7998
C -0.4220 -5.0800 2.6922
H 1.7376 2.6449 3.4195
H 2.0647 2.0376 1.7882
H 3.3728 2.1446 3.0014
H 3.0648 0.6667 5.1632
H 2.4807 -1.6645 5.8193
H 1.0537 -3.0350 4.3294
H -2.9307 -2.7486 0.7221
H -2.7505 -4.5005 0.8452
H -1.6201 -3.5719 -0.1403
H -2.4396 -1.8315 3.7515
H -1.5588 -3.0088 4.7180
H -3.0410 -3.4905 3.8865
H 0.2254 -5.4648 1.8999
H -1.2619 -5.7704 2.8015
H 0.1452 -5.0999 3.6267
N 7.7749 0.9901 1.2401
C 6.9014 0.2507 1.1321
C 5.8436 -0.6972 1.0029
C 6.1256 -2.0588 0.8882
C 5.0735 -2.9429 0.7562
C 3.7814 -2.4430 0.7359
N 3.5072 -1.1433 0.8488
C 4.5112 -0.2901 0.9768
H 7.1517 -2.4001 0.9022
H 5.2509 -4.0052 0.6679
H 2.9253 -3.1016 0.6291
H 4.2598 0.7602 1.0479
O 0.1901 -2.8495 -2.1810
C -0.0476 -1.8687 -1.4855
C -2.1805 5.1921 -0.4985
N -1.2854 4.2086 0.0792
C -1.1895 4.2548 1.5269
P -1.0665 2.7354 -0.7088
O -0.2088 1.8679 0.1277
N -0.5358 3.2391 -2.2134
C 0.7346 3.9813 -2.1672
C -0.5231 2.2616 -3.3085
N -2.5535 2.0305 -1.0151
C -3.5030 2.5198 -1.9973
C -3.1813 1.4188 0.1492
H -1.8117 6.2006 -0.2870
H -3.1983 5.1107 -0.0939
H -2.2155 5.0600 -1.5772
H -0.6947 5.1799 1.8402
H -0.6009 3.4069 1.8724
H -2.1767 4.2196 2.0065
H 0.7699 4.6083 -1.2795
H 0.7997 4.6174 -3.0533
H 1.5950 3.3065 -2.1579
H -1.4395 1.6730 -3.3180
H 0.3305 1.5842 -3.2477
H -0.4581 2.8087 -4.2526
H -2.9883 3.0783 -2.7761
H -4.2660 3.1677 -1.5464
H -4.0103 1.6676 -2.4603
H -2.4303 0.8998 0.7426
H -3.9272 0.6947 -0.1847
H -3.6839 2.1616 0.7853
F 3.4985 1.7952 -2.8509
B 3.1654 0.7996 -1.9397
F 2.7833 1.3792 -0.6841
F 4.2224 -0.0883 -1.7193
F 2.0254 0.0826 -2.3864
F -4.5902 -2.4654 -6.1490
C -3.8062 -2.1364 -5.0884
C -2.5227 -1.6825 -5.3153
C -1.7362 -1.3371 -4.2271
C -2.2234 -1.4320 -2.9224
C -1.3632 -1.0469 -1.7689
C -3.5155 -1.9217 -2.7383
C -4.3194 -2.2692 -3.8153
H -2.1534 -1.6170 -6.3305
H -0.7200 -0.9934 -4.3800
H -1.9237 -1.0885 -0.8306
H -0.9932 -0.0289 -1.8956
H -3.9044 -2.0349 -1.7323
H -5.3280 -2.6347 -3.6711
```

Results
Energy relative to the best compared isomer or geometry (same formula, charge and spin) (kcal per mole): 40.2
HOMO-LUMO gap (eV): 5.6
LUMO energy (hartree): 0.082
E_tot (eV): -95180.193
Total charge: -1

---

Here is C29H43BaCl7N3O4Si as an isolated structure in a non-equilibrium geometry from OMol25. Energies are from ωB97M-V/def2-TZVPD.

```
88
Properties=species:S:1:pos:R:3
C 2.9408 -2.2786 -3.7342
C 2.2108 -1.7926 -4.9515
H 3.1580 -3.3510 -3.8197
H 2.3508 -2.1082 -2.8195
H 3.9038 -1.7506 -3.6211
C 2.1958 -2.4473 -6.1280
C 3.0187 -3.6541 -6.4167
H 1.5582 -2.0897 -6.9392
H 3.0329 -4.3746 -5.5831
H 4.0664 -3.4002 -6.6532
H 2.6026 -4.1588 -7.2970
Ba 0.2577 -0.5732 3.3307
Cl 1.8909 -1.3157 0.9536
C -0.6877 1.9960 1.3706
O -1.2093 0.8896 1.6509
N -1.2553 2.9173 0.5826
C -2.6290 2.7407 0.1352
C -0.4588 3.9653 -0.0392
H 0.3134 2.2784 1.7714
H -3.1513 2.0872 0.8378
H -2.6708 2.3057 -0.8732
H -3.1225 3.7155 0.0995
H 0.5310 3.9814 0.4331
H -0.9407 4.9396 0.1040
H -0.3497 3.7879 -1.1191
H -4.1473 1.8333 6.7953
H -2.3221 1.9399 8.8021
C -3.8928 0.7635 6.8428
C -2.1257 0.8841 8.5687
N -2.4960 0.5710 7.1993
H -4.0880 0.3091 5.8702
C -1.5726 0.2392 6.2751
O -1.8091 0.1408 5.0557
H -1.0606 0.6783 8.6948
H -0.5687 0.0439 6.7096
H -4.5271 0.2999 7.6107
H -2.6943 0.2612 9.2696
H 0.6099 -5.1681 2.2163
H -0.3378 -3.4607 0.3380
C -0.4008 -5.2293 2.6462
C -1.2567 -3.9574 0.6869
N -1.2215 -4.1533 2.1257
H -0.3248 -5.1202 3.7319
C -1.7379 -3.2030 2.9147
O -2.0825 -2.0778 2.5145
H -2.1108 -3.3234 0.4348
H -1.7853 -3.4560 3.9862
H -0.8565 -6.1925 2.3812
H -1.3512 -4.9421 0.2201
O 0.1500 -0.8703 -4.2154
C 1.4118 -0.5075 -4.7754
C 0.1315 0.1276 -6.8879
C 1.2315 0.3054 -6.0551
H -0.6506 -0.5823 -6.6002
C 0.0411 0.8500 -8.0842
H 1.9774 0.0961 -4.0485
C 2.2373 1.2300 -6.3919
H -0.8254 0.7208 -8.7221
C 1.0759 1.7225 -8.4547
C 2.1715 1.9038 -7.6099
H 3.0653 1.3651 -5.6911
H 1.0253 2.2530 -9.4068
H 2.9880 2.5752 -7.8958
Si -0.8944 -0.1278 -3.1478
Cl 0.3591 -2.9525 5.1549
C -2.5965 -0.7319 -3.6098
C -0.7619 1.7293 -3.3913
C -0.4315 -0.6907 -1.4388
H -2.7771 -0.6666 -4.6901
H -3.3703 -0.1421 -3.1009
H -2.7199 -1.7817 -3.3147
H -0.4371 -1.7906 -1.3925
H -1.1239 -0.3249 -0.6656
H 0.5756 -0.3852 -1.1221
H -0.8539 1.9919 -4.4578
H 0.2058 2.1134 -3.0349
H -1.5651 2.2486 -2.8453
Cl 3.3653 -0.2366 4.7438
C 2.7811 1.3244 5.2056
C 1.5143 1.7070 4.8504
C 0.9966 2.9299 5.1805
Cl -0.6113 3.3410 4.6859
C 1.7892 3.8569 5.9198
Cl 1.1595 5.3873 6.3393
C 3.1031 3.4873 6.2987
Cl 4.0764 4.5806 7.1690
C 3.6076 2.2120 5.9454
Cl 5.1825 1.7413 6.3917
```

Results
Energy relative to the best compared isomer or geometry (same formula, charge and spin) (kcal per mole): 0.0
HOMO-LUMO gap (eV): 7.5
LUMO energy (hartree): 0.080
E_tot (eV): -139668.045
Total charge: -1

---

Here is C29H43BiCl2F5N3O5Si as an isolated structure in a non-equilibrium geometry from OMol25. Energies are from ωB97M-V/def2-TZVPD.

```
89
Properties=species:S:1:pos:R:3
C -1.2755 -0.4394 -4.4043
C -0.8179 -1.6530 -3.6563
H -1.2554 -0.5753 -5.4872
H -0.6604 0.4320 -4.1310
H -2.3062 -0.2199 -4.0919
C -0.3368 -2.7831 -4.2337
C -0.1192 -2.8939 -5.7004
H -0.1120 -3.6544 -3.6276
H 0.3919 -1.9994 -6.1057
H -1.0716 -3.0190 -6.2426
H 0.5036 -3.7799 -5.9040
Bi 1.0173 0.9676 0.9507
Cl 2.5417 3.0037 1.0140
C 0.3602 -2.2036 2.1455
O 1.3065 -1.4286 1.8187
N 0.5700 -3.2855 2.8986
C 1.9322 -3.7355 3.1446
C -0.5220 -4.1265 3.3713
H -0.6778 -2.0326 1.8362
H 2.6021 -2.8735 3.1449
H 2.2500 -4.4529 2.3710
H 1.9449 -4.2418 4.1176
H -1.4430 -3.5387 3.4337
H -0.2610 -4.5097 4.3644
H -0.6931 -4.9798 2.7009
H 0.3105 3.3796 6.1299
H -0.6985 5.2337 5.0789
C 0.7954 3.0456 5.2168
C -0.3442 4.9568 4.0845
N 0.0221 3.5446 4.0829
H 0.8289 1.9502 5.1753
C -0.0909 2.8600 2.9698
O 0.2141 1.6126 2.9461
H -1.1467 5.1161 3.3455
H -0.4184 3.4039 2.0676
H 1.8153 3.4461 5.1928
H 0.5120 5.5959 3.8134
H 2.0987 0.1073 -3.4165
H 2.6985 -2.8783 -3.4993
C 3.1308 -0.0416 -3.0809
C 3.5572 -2.4839 -2.9276
N 3.2128 -1.2336 -2.2546
H 3.4653 0.8254 -2.5132
C 3.0203 -1.1755 -0.9218
O 2.8570 -0.0772 -0.3192
H 3.8767 -3.2339 -2.1930
H 3.0325 -2.1502 -0.4017
H 3.7760 -0.2113 -3.9460
H 4.3722 -2.2858 -3.6412
O 0.2067 -0.6343 -2.4116
C -0.8236 -1.4812 -2.1579
C 0.6054 -3.3662 -1.2185
C -0.6148 -2.6906 -1.2696
H 1.4569 -2.8978 -1.7128
C 0.7247 -4.5905 -0.5397
H -1.7513 -0.9757 -1.8431
C -1.7009 -3.2025 -0.5590
H 1.6905 -5.1067 -0.5047
C -0.3910 -5.1456 0.0908
C -1.6106 -4.4369 0.0867
H -2.6246 -2.6317 -0.5340
H -0.3187 -6.1113 0.6033
H -2.4823 -4.8586 0.6093
Si 0.0147 3.9461 -1.7651
Cl 0.2923 1.7316 -1.3291
C 1.6987 4.7516 -1.7454
C -1.0190 4.4756 -0.2976
C -0.8512 4.3790 -3.3507
H 2.4955 4.0036 -1.8516
H 1.8762 5.3079 -0.8146
H 1.7830 5.4736 -2.5684
H -0.2074 4.2206 -4.2364
H -1.1346 5.4516 -3.3613
H -1.7862 3.8015 -3.4723
H -1.4836 3.6115 0.1896
H -1.8257 5.1536 -0.6160
H -0.4068 5.0216 0.4413
F -4.2815 2.9519 4.3997
C -3.7244 2.1004 3.5159
C -3.8022 2.3636 2.1515
F -4.4800 3.4458 1.7111
C -3.1536 1.5403 1.2475
F -3.2229 1.8012 -0.0753
C -2.3065 0.4788 1.6863
O -1.4465 -0.0584 0.8937
C -2.4076 0.1495 3.0702
F -1.7218 -0.9212 3.5471
C -3.0475 0.9685 3.9763
F -2.9837 0.6963 5.2984
```

Results
HOMO-LUMO gap (eV): 4.9
LUMO energy (hartree): -0.014
E_tot (eV): -97826.373